(1)
A structure of composition C29H26F6IrN5O5S3. Source: the OMol25 dataset; level of theory: ωB97M-V/def2-TZVPD.

Last column: Löwdin charge in e.
Element x y z (Å)
Ir  -0.19  -0.08  -0.16  1.099
C  -4.00  3.25  -0.87  -0.018
C  -5.15  2.49  -1.48  -0.205
C  -6.47  2.87  -1.24  -0.038
C  -7.53  2.17  -1.80  -0.077
C  -7.29  1.08  -2.62  -0.079
C  -5.99  0.68  -2.86  -0.017
C  -4.93  1.38  -2.30  -0.223
N  -3.59  0.94  -2.56  0.147
C  -2.79  0.43  -1.56  -0.364
N  -3.46  -0.08  -0.51  0.166
C  -3.00  -0.76  0.64  -0.191
C  -1.64  -0.88  0.94  -0.259
C  -1.32  -1.62  2.09  -0.100
C  -2.29  -2.18  2.90  -0.088
C  -3.63  -2.01  2.58  -0.062
C  -4.00  -1.31  1.45  -0.219
C  -5.46  -1.14  1.10  -0.045
N  -1.50  0.43  -1.66  -0.047
C  -0.94  1.04  -2.84  -0.272
C  -0.49  2.35  -2.76  -0.048
C  0.03  2.98  -3.87  -0.071
C  0.11  2.29  -5.07  -0.078
C  -0.32  0.98  -5.14  -0.039
C  -0.86  0.32  -4.03  -0.219
C  -1.33  -1.10  -4.16  -0.028
H  -4.34  4.21  -0.49  0.083
H  -3.21  3.43  -1.60  0.079
H  -3.55  2.70  -0.04  0.076
H  -6.66  3.73  -0.61  0.113
H  -8.54  2.49  -1.60  0.105
H  -8.12  0.54  -3.06  0.104
H  -5.77  -0.17  -3.49  0.118
H  -3.09  1.37  -3.32  0.147
H  -4.46  -0.04  -0.61  0.104
H  -0.27  -1.77  2.33  0.090
H  -2.00  -2.74  3.77  0.100
H  -4.40  -2.44  3.22  0.106
H  -6.08  -1.62  1.86  0.079
H  -5.71  -1.61  0.14  0.087
H  -5.76  -0.09  1.05  0.084
H  -0.54  2.86  -1.80  0.084
H  0.39  4.00  -3.80  0.107
H  0.53  2.76  -5.95  0.106
H  -0.24  0.43  -6.08  0.119
H  -0.59  -1.69  -4.70  0.078
H  -2.26  -1.15  -4.72  0.086
H  -1.49  -1.56  -3.19  0.066
F  4.08  -0.40  -0.24  0.140
C  4.16  0.09  -1.47  -0.676
F  4.61  1.34  -1.41  0.146
F  5.03  -0.64  -2.17  0.151
S  2.51  0.08  -2.30  0.618
O  1.66  0.73  -1.31  -0.385
O  2.72  0.73  -3.55  -0.233
N  2.17  -1.44  -2.51  -0.267
S  1.52  -2.38  -1.44  0.638
O  0.13  -2.00  -1.13  -0.397
O  2.36  -2.77  -0.35  -0.239
C  1.29  -3.89  -2.47  -0.686
F  2.47  -4.34  -2.87  0.156
F  0.70  -4.81  -1.71  0.153
F  0.53  -3.65  -3.53  0.146
O  1.25  -0.50  1.21  -0.297
N  1.53  0.50  2.07  -0.157
C  2.55  0.25  2.93  -0.003
C  2.93  1.17  3.85  -0.046
C  2.23  2.39  3.90  -0.060
C  1.21  2.62  3.02  -0.077
C  0.85  1.65  2.07  -0.586
S  -0.41  1.91  0.92  0.735
H  3.00  -0.72  2.79  0.147
H  3.74  0.95  4.52  0.110
H  2.51  3.15  4.63  0.112
H  0.66  3.55  3.03  0.110

Calculated values
Relative energy (zero: lowest compared OMol25 entry of this formula, charge and spin): 0.0 kcal/mol
HOMO level: -7.697 eV
Spin multiplicity: 1
Kohn-Sham gap: 8.014 eV
Maximum force: 0.256 eV/Å
Net charge: 0

(2)
A structure of composition C29H26N4O3PPdS3. Source: the OMol25 dataset; level of theory: ωB97M-V/def2-TZVPD.

Last column: natural (NBO) charge in e.
Element x y z (Å)
Pd  -1.85  1.11  -1.01  0.334
O  -0.45  -0.98  0.68  -1.015
S  -1.28  -1.85  -0.15  2.417
O  -1.56  -3.12  0.48  -0.994
O  -2.46  -1.18  -0.73  -1.026
C  -0.22  -2.15  -1.55  -0.319
C  -0.18  -3.43  -2.09  -0.192
C  0.70  -3.73  -3.11  -0.213
C  1.56  -2.75  -3.59  -0.242
C  1.51  -1.47  -3.06  -0.146
C  0.61  -1.13  -2.05  -0.325
P  0.42  0.64  -1.50  0.884
C  0.88  1.45  -3.10  -0.232
C  2.14  1.98  -3.39  -0.259
C  2.40  2.55  -4.63  -0.213
C  1.40  2.60  -5.60  -0.224
C  0.15  2.07  -5.32  -0.215
C  -0.11  1.51  -4.07  -0.207
C  1.93  0.93  -0.51  -0.355
C  2.73  -0.10  -0.02  -0.126
C  3.81  0.18  0.81  -0.233
C  4.11  1.49  1.15  -0.221
C  3.31  2.53  0.67  -0.225
C  2.23  2.24  -0.14  -0.203
H  -0.83  -4.18  -1.66  0.240
H  0.73  -4.73  -3.53  0.204
H  2.27  -2.98  -4.38  0.204
H  2.17  -0.71  -3.46  0.208
H  2.93  1.94  -2.65  0.219
H  3.38  2.96  -4.84  0.202
H  1.60  3.04  -6.57  0.202
H  -0.64  2.12  -6.06  0.208
H  -1.10  1.14  -3.84  0.232
H  2.48  -1.13  -0.26  0.218
H  4.41  -0.63  1.19  0.206
H  4.96  1.71  1.79  0.204
H  3.53  3.55  0.95  0.206
H  1.59  3.05  -0.49  0.222
N  -4.38  1.02  -2.40  -0.865
C  -3.78  1.77  -1.35  0.105
N  -4.55  1.65  -0.17  -0.858
S  -2.83  3.18  -1.71  -0.318
H  -4.34  0.03  -2.17  0.384
H  -3.87  1.19  -3.25  0.376
H  -5.53  1.51  -0.36  0.367
H  -4.35  2.37  0.51  0.392
S  0.43  0.14  5.15  0.271
C  -0.55  0.68  3.77  -0.139
C  -0.07  1.79  3.08  -0.232
C  -0.83  2.28  2.03  0.042
N  -1.97  1.73  1.63  -0.454
C  -2.39  0.65  2.28  0.082
C  -1.73  0.10  3.37  -0.282
C  -0.03  -1.57  5.31  -0.144
C  -1.17  -1.96  5.99  -0.263
C  -1.45  -3.31  6.11  0.031
N  -0.66  -4.27  5.64  -0.411
C  0.44  -3.89  4.99  0.042
C  0.79  -2.56  4.79  -0.241
H  0.88  2.24  3.34  0.210
H  -0.48  3.13  1.46  0.197
H  -3.29  0.19  1.88  0.216
H  -2.12  -0.81  3.82  0.225
H  -1.83  -1.22  6.42  0.227
H  -2.34  -3.64  6.63  0.189
H  1.06  -4.68  4.59  0.192
H  1.68  -2.30  4.24  0.234

Calculated values
Relative energy (zero: lowest compared OMol25 entry of this formula, charge and spin): 0.0 kcal/mol
HOMO level: -4.073 eV
Spin multiplicity: 1
Kohn-Sham gap: 6.473 eV
Maximum force: 0.748 eV/Å
Net charge: -1